(1)
Entry from the OMol25 dataset: a 2-piece molecular cluster, C3H7NO2 overall in a non-equilibrium geometry (ωB97M-V with the def2-TZVPD basis set).

Each line ends with the Löwdin charge.
Element x y z (Å)
O1 -0.961 -0.086 1.308  -0.14
C1 -1.551 -0.612 0.160  -0.31
C2 -0.922 0.358 -0.783  0.13
N1 1.141 0.738 -0.514  0.08
C3 1.876 0.082 0.365  -0.39
O2 1.418 -0.599 1.308  -0.02
H1 0.091 -0.392 1.342  0.02
H2 -2.669 -0.551 0.197  0.13
H3 -1.302 -1.667 -0.048  0.12
H4 -1.289 1.373 -0.678  0.10
H5 -0.535 0.053 -1.724  0.06
H6 1.721 1.208 -1.219  0.09
H7 2.981 0.096 0.285  0.13

Computed properties:
- LUMO energy (alpha / beta) (eV) = -0.2 / -0.2
- energy above the lowest of the compared OMol25 structures with the same formula, charge and spin (eV) = 3.991
- frontier orbital gap (alpha / beta) (eV) = 9.15 / 9.15
- largest force on an atom (eV/A) = 1.72
- HOMO energy (alpha / beta) (eV) = -9.36 / -9.36



(2)
Entry from the OMol25 dataset: an isolated molecule of C3H7NO2 in a non-equilibrium geometry (ωB97M-V with the def2-TZVPD basis set).

Each line ends with the Löwdin charge.
Element x y z (Å)
N1 -0.376 -1.138 1.904  0.08
C1 -0.144 0.034 1.141  -0.52
O1 -0.216 1.048 1.805  0.06
C2 0.153 -0.302 -0.294  -0.11
C3 0.269 1.038 -1.088  -0.25
O2 1.073 0.839 -2.261  -0.05
H1 -1.058 -1.074 2.735  0.14
H2 -0.314 -2.042 1.399  0.09
H3 0.982 -0.919 -0.417  0.11
H4 -0.763 -0.798 -0.673  0.13
H5 -0.774 1.313 -1.301  0.13
H6 0.788 1.734 -0.385  0.13
H7 0.379 0.267 -2.564  0.06

Computed properties:
- LUMO energy (eV) = 0.6
- energy above the lowest of the compared OMol25 structures with the same formula, charge and spin (eV) = 1.792
- frontier orbital gap (eV) = 10.65
- largest force on an atom (eV/A) = 4.44
- structure (SMILES) = NC(=O)CCO
- HOMO energy (eV) = -10.02



(3)
Entry from the OMol25 dataset: an isolated molecule of C3H7NO2 (ωB97M-V with the def2-TZVPD basis set).

Each line ends with the Löwdin charge.
Element x y z (Å)
C1 2.299 0.160 -0.042  -0.05
O1 1.081 -0.580 0.159  -0.03
C2 0.001 0.223 0.160  -0.49
O2 0.058 1.403 -0.104  0.09
C3 -1.332 -0.423 0.545  -0.18
N1 -2.374 -0.236 -0.459  0.00
H1 3.105 -0.570 -0.110  0.09
H2 2.444 0.829 0.810  0.10
H3 2.227 0.762 -0.950  0.09
H4 -1.651 0.129 1.433  0.12
H5 -1.256 -1.483 0.808  0.12
H6 -2.313 0.697 -0.859  0.07
H7 -2.276 -0.905 -1.214  0.07

Computed properties:
- LUMO energy (eV) = 0.9
- energy above the lowest of the compared OMol25 structures with the same formula, charge and spin (eV) = 1.020
- frontier orbital gap (eV) = 10.51
- largest force on an atom (eV/A) = 0.44
- structure (SMILES) = COC(=O)CN
- HOMO energy (eV) = -9.59



(4)
Entry from the OMol25 dataset: a 2-piece molecular cluster, C3H7NO2 overall in a non-equilibrium geometry (ωB97M-V with the def2-TZVPD basis set).

Each line ends with the Löwdin charge.
Element x y z (Å)
C1 1.279 1.568 -0.865  -0.05
C2 1.128 0.536 0.216  -0.34
O1 1.416 -0.616 0.040  0.03
H1 0.959 1.127 -1.809  0.09
H2 2.330 1.832 -1.017  0.08
H3 0.769 2.515 -0.693  0.08
H4 0.678 0.931 1.148  0.12
N1 -1.006 -1.604 0.973  0.11
C3 -1.806 -1.113 -0.012  -0.40
O2 -1.744 0.019 -0.440  0.01
H5 -1.404 -2.178 1.698  0.10
H6 -0.158 -1.134 1.241  0.05
H7 -2.441 -1.882 -0.480  0.12

Computed properties:
- LUMO energy (eV) = 1.0
- energy above the lowest of the compared OMol25 structures with the same formula, charge and spin (eV) = 1.420
- frontier orbital gap (eV) = 11.05
- largest force on an atom (eV/A) = 1.36
- structure (SMILES) = CC=O.NC=O
- HOMO energy (eV) = -10.01



(5)
Entry from the OMol25 dataset: a 2-piece molecular cluster, C3H7NO2 overall in a non-equilibrium geometry (ωB97M-V with the def2-TZVPD basis set).

Each line ends with the Löwdin charge.
Element x y z (Å)
N1 -2.365 -0.065 1.098  0.16
C1 -1.228 -0.386 0.416  -0.66
O1 -0.935 -1.526 0.102  0.05
O2 -0.496 0.710 0.138  0.02
H1 -2.427 0.858 1.497  0.10
H2 -2.796 -0.827 1.598  0.11
H3 0.476 0.420 0.005  0.05
C2 1.972 -0.186 -0.745  -0.08
C3 0.975 -0.111 -1.634  -0.06
H4 2.104 -1.085 -0.147  0.08
H5 2.678 0.628 -0.605  0.07
H6 0.757 0.799 -2.190  0.08
H7 0.235 -0.907 -1.699  0.07

Computed properties:
- LUMO energy (eV) = 0.9
- energy above the lowest of the compared OMol25 structures with the same formula, charge and spin (eV) = 1.489
- frontier orbital gap (eV) = 10.99
- largest force on an atom (eV/A) = 1.87
- structure (SMILES) = NC(=O)O.C=C
- HOMO energy (eV) = -10.08



(6)
Entry from the OMol25 dataset: a 2-piece molecular cluster, C3H7NO2 overall (ωB97M-V with the def2-TZVPD basis set).

Each line ends with the Löwdin charge.
Element x y z (Å)
N1 1.173 0.780 -1.780  0.19
C1 0.172 1.282 -2.236  -0.41
O1 -0.742 1.776 -2.785  0.13
H1 1.337 0.466 -0.820  0.04
C2 -0.726 -1.241 0.398  -0.08
C3 -0.223 -0.028 1.153  -0.31
O2 1.192 0.050 0.963  -0.11
H2 -0.476 -1.163 -0.665  0.07
H3 -0.268 -2.153 0.791  0.08
H4 -1.813 -1.323 0.490  0.08
H5 -0.708 0.887 0.781  0.11
H6 -0.450 -0.119 2.224  0.11
H7 1.532 0.787 1.487  0.10

Computed properties:
- LUMO energy (eV) = 0.6
- energy above the lowest of the compared OMol25 structures with the same formula, charge and spin (eV) = 0.997
- frontier orbital gap (eV) = 11.25
- largest force on an atom (eV/A) = 0.80
- structure (SMILES) = N=C=O.CCO
- HOMO energy (eV) = -10.65



(7)
Entry from the OMol25 dataset: an isolated molecule of C3H7NO2 in a non-equilibrium geometry (ωB97M-V with the def2-TZVPD basis set).

Each line ends with the Löwdin charge.
Element x y z (Å)
C1 0.716 -1.122 1.042  0.00
C2 -0.582 -0.846 0.335  -0.54
O1 -1.667 -1.153 0.762  0.09
N1 -0.446 -0.233 -0.925  0.05
C3 0.113 1.115 -1.071  -0.25
O2 0.015 1.933 0.085  -0.05
H1 1.371 -1.692 0.385  0.09
H2 1.207 -0.189 1.334  0.09
H3 0.544 -1.726 1.929  0.08
H4 -1.361 -0.274 -1.357  0.12
H5 1.165 1.039 -1.332  0.12
H6 -0.432 1.602 -1.874  0.12
H7 -0.641 1.548 0.688  0.09

Computed properties:
- LUMO energy (eV) = 0.8
- energy above the lowest of the compared OMol25 structures with the same formula, charge and spin (eV) = 1.108
- frontier orbital gap (eV) = 10.85
- largest force on an atom (eV/A) = 1.01
- structure (SMILES) = CC(=O)NCO
- HOMO energy (eV) = -10.03



(8)
Entry from the OMol25 dataset: an isolated molecule of C3H7NO2 in a non-equilibrium geometry (ωB97M-V with the def2-TZVPD basis set).

Each line ends with the Löwdin charge.
Element x y z (Å)
C1 1.941 0.288 0.744  -0.09
O1 1.019 -0.605 0.155  -0.10
C2 -0.248 -0.105 0.074  -0.41
C3 -1.111 -1.191 -0.449  -0.01
N1 -0.448 1.171 -0.059  0.08
O2 -1.818 1.344 -0.504  -0.09
H1 1.468 0.560 1.704  0.10
H2 2.166 1.128 0.136  0.07
H3 2.913 -0.235 0.843  0.10
H4 -2.022 -1.634 0.130  0.13
H5 -1.502 -0.968 -1.401  0.06
H6 -0.390 -1.979 -0.528  0.07
H7 -1.968 2.225 -0.844  0.08

Computed properties:
- LUMO energy (eV) = 1.0
- energy above the lowest of the compared OMol25 structures with the same formula, charge and spin (eV) = 3.652
- frontier orbital gap (eV) = 10.15
- largest force on an atom (eV/A) = 2.99
- structure (SMILES) = CO/C(C)=N/O
- HOMO energy (eV) = -9.20



(9)
Entry from the OMol25 dataset: an isolated molecule of C3H7NO2 in a non-equilibrium geometry (ωB97M-V with the def2-TZVPD basis set).

Each line ends with the Löwdin charge.
Element x y z (Å)
H1 -0.560 -1.490 0.535  0.02
N1 -1.532 -1.227 0.573  0.11
C1 -1.799 -0.173 -0.069  -0.31
O1 -0.996 0.689 -0.737  -0.06
C2 0.368 0.272 -0.944  -0.16
C3 1.292 0.522 0.243  -0.24
O2 1.143 -0.395 1.303  -0.08
H2 -2.868 -0.059 -0.159  0.12
H3 0.726 0.846 -1.806  0.13
H4 0.384 -0.792 -1.215  0.13
H5 1.170 1.560 0.583  0.13
H6 2.328 0.408 -0.105  0.13
H7 0.345 -0.162 1.800  0.09

Computed properties:
- LUMO energy (eV) = 0.9
- energy above the lowest of the compared OMol25 structures with the same formula, charge and spin (eV) = 2.020
- frontier orbital gap (eV) = 10.85
- largest force on an atom (eV/A) = 1.42
- structure (SMILES) = [H]/N=C\OCCO
- HOMO energy (eV) = -9.97



(10)
Entry from the OMol25 dataset: an isolated molecule of C3H7NO2 (ωB97M-V with the def2-TZVPD basis set).

Each line ends with the Löwdin charge.
Element x y z (Å)
O1 -0.190 1.187 1.760  0.01
C1 -1.070 1.125 0.914  -0.34
N1 -1.180 0.166 -0.032  0.03
C2 -0.215 -0.915 -0.223  -0.16
C3 1.151 -0.438 -0.713  -0.27
O2 1.956 0.170 0.259  -0.06
H1 -1.869 1.883 0.852  0.13
H2 -1.896 0.283 -0.730  0.13
H3 -0.123 -1.482 0.710  0.13
H4 -0.633 -1.577 -0.990  0.12
H5 1.701 -1.314 -1.076  0.12
H6 0.977 0.220 -1.584  0.12
H7 1.391 0.692 0.854  0.05

Computed properties:
- LUMO energy (eV) = 0.7
- energy above the lowest of the compared OMol25 structures with the same formula, charge and spin (eV) = 0.905
- frontier orbital gap (eV) = 10.61
- largest force on an atom (eV/A) = 0.42
- structure (SMILES) = O=CNCCO
- HOMO energy (eV) = -9.93